Density functional theory data (wB97M-V/def2-TZVPD) for C16H14N4O2PdS as an isolated structure.

Element x y z (Å)
1 Pd -0.2780 0.2166 -0.2007
2 S -1.8403 3.4205 2.5937
3 O -2.7238 -1.2694 0.5794
4 O 1.7242 -1.0173 -2.1040
5 N 7.0512 6.8906 -1.5572
6 N -1.1132 1.3947 1.2763
7 N -1.6793 -1.2778 -0.1258
8 N 0.4320 -1.0555 -1.6137
9 C -0.9661 2.6933 1.3383
10 C -1.9537 0.9267 2.2598
11 C 3.1148 3.2933 -0.8793
12 C 2.0606 2.3402 -0.6954
13 C 6.2099 6.1210 -1.4123
14 C 5.0045 4.1149 -2.1400
15 C 3.2826 4.3447 0.0274
16 C 4.2931 5.2705 -0.1437
17 C -2.2997 -3.4994 -0.9705
18 C 1.1642 1.5412 -0.5158
19 C 3.9915 3.1922 -1.9632
20 C 5.1587 5.1594 -1.2305
21 C -0.1129 -2.2340 -1.5532
22 C -2.4378 1.8909 3.0745
23 C 0.5596 -3.4352 -2.1259
24 C -1.3848 -2.3233 -0.8755
25 H 3.8702 2.3815 -2.6685
26 H -0.3303 3.2415 0.6615
27 H 2.6142 4.4229 0.8741
28 H 0.1550 -4.3411 -1.6834
29 H -3.3177 -3.1645 -0.7839
30 H -2.1916 -0.1256 2.2722
31 H -2.0692 -4.2617 -0.2208
32 H 1.6319 -3.3750 -1.9492
33 H 5.6800 4.0331 -2.9805
34 H 1.9827 -0.0975 -1.9385
35 H -2.2487 -3.9631 -1.9555
36 H 0.4094 -3.4785 -3.2068
37 H 4.4200 6.0812 0.5608
38 H -3.1084 1.7791 3.9084

- charge = 0
- Kohn-Sham gap (alpha / beta) (eV) = 8.0 / 8.0